[1]
ORCA calculation (ωB97M-V/def2-TZVPD) on a structure of composition C22H36MnO2P2 in a non-equilibrium geometry.

```
63
Properties=species:S:1:pos:R:3:lowdin_spin:R:1
P 3.220 0.476 -2.023 0.00
P 0.358 -0.130 -3.664 0.02
C 3.183 -0.038 -3.807 0.00
C 1.911 0.413 -4.531 0.00
H 3.278 -1.136 -3.803 0.00
H 4.074 0.385 -4.290 0.00
H 1.850 1.510 -4.607 0.00
H 1.869 -0.002 -5.546 0.00
C 0.373 -1.919 -4.106 0.00
H -0.564 -2.373 -3.758 0.00
H 1.202 -2.444 -3.610 0.00
H 0.462 -2.044 -5.194 0.00
C -0.873 0.554 -4.840 0.00
H -0.728 0.115 -5.839 0.00
H -0.757 1.647 -4.895 0.00
H -1.878 0.319 -4.465 0.00
C 4.851 -0.164 -1.513 0.00
H 4.984 0.078 -0.450 0.00
H 5.662 0.279 -2.111 0.00
H 4.855 -1.259 -1.631 0.00
C 3.480 2.282 -2.231 0.00
H 2.609 2.752 -2.713 0.00
H 4.381 2.488 -2.825 0.00
H 3.584 2.728 -1.234 0.00
Mn -0.618 0.126 1.660 3.30
C -1.666 0.290 -0.280 0.56
C -1.296 -1.051 -0.090 0.59
C -0.074 -1.664 -0.694 0.10
C 1.231 -1.632 0.142 0.03
C 1.377 -0.456 1.051 -0.10
C 1.117 0.912 0.736 -0.07
C 0.666 1.354 -0.625 0.01
C -0.858 1.369 -0.926 0.10
C 0.090 0.450 3.479 0.12
H -2.726 0.532 -0.167 0.02
H -2.080 -1.748 0.234 0.03
H 0.128 -1.150 -1.652 0.02
H -0.282 -2.708 -0.979 0.01
H 1.245 -2.548 0.761 0.00
H 2.111 -1.752 -0.524 0.00
H 1.988 -0.654 1.940 0.00
H 1.563 1.675 1.397 0.00
H 1.108 0.646 -1.365 0.00
H 1.090 2.349 -0.856 0.00
H -1.254 2.353 -0.626 0.01
H -0.996 1.350 -2.022 0.04
H -0.337 1.439 3.735 0.01
H 1.188 0.438 3.543 0.01
H -0.383 -0.321 4.113 0.01
O -3.309 -1.810 2.360 0.02
C -3.107 -0.720 2.906 0.01
O -2.403 0.283 2.446 0.11
C -3.680 -0.423 4.266 0.00
C -3.645 0.874 4.801 0.00
C -3.911 1.075 6.158 0.00
C -4.291 -0.006 6.970 0.00
C -4.451 -1.278 6.397 0.00
C -4.166 -1.479 5.045 0.00
H -3.358 1.707 4.159 0.00
H -3.824 2.081 6.581 0.00
H -4.497 0.151 8.032 0.00
H -4.794 -2.116 7.008 0.00
H -4.280 -2.453 4.570 0.00
```

Computed properties:
E_LUMO (alpha / beta) ... 0.535 / -2.988 eV
Spin multiplicity ... 6
ΔE to the lowest compared entry with this formula, charge and spin ... 238.34 kJ/mol
Largest force on an atom ... 0.10046 hartree/bohr
HOMO-LUMO gap (alpha / beta) ... 6.05 / 4.12 eV

***

[2]
ORCA calculation (ωB97M-V/def2-TZVPD) on a structure of composition C22H36O3P2Sn in a non-equilibrium geometry.

```
64
Properties=species:S:1:pos:R:3:mulliken_charge:R:1
P -0.811 0.083 -3.219 0.74
P -1.624 -1.860 -0.696 0.74
C -2.157 -1.145 -3.477 -0.86
C -2.603 -1.989 -2.262 -0.99
H -1.790 -1.810 -4.279 0.38
H -3.016 -0.583 -3.879 0.45
H -3.645 -1.744 -1.992 0.43
H -2.588 -3.055 -2.548 0.43
C -1.355 -3.605 -0.268 -1.39
H -1.232 -3.718 0.817 0.40
H -0.437 -3.945 -0.765 0.42
H -2.214 -4.205 -0.609 0.49
C -2.705 -1.097 0.559 -1.10
H -3.731 -1.501 0.550 0.56
H -2.781 -0.014 0.423 0.25
H -2.293 -1.273 1.558 0.28
C -0.010 0.270 -4.842 -1.34
H 0.865 0.925 -4.742 0.40
H -0.713 0.719 -5.558 0.42
H 0.315 -0.704 -5.237 0.43
C -1.628 1.657 -2.828 -1.05
H -2.023 1.677 -1.806 0.09
H -2.446 1.843 -3.533 0.51
H -0.892 2.465 -2.924 0.40
Sn 0.513 -0.955 -1.345 0.88
C -2.666 1.905 3.010 -0.49
C -1.582 1.182 2.692 -0.86
C -0.332 1.615 1.999 0.86
C -0.353 3.085 1.525 -1.45
C -1.311 3.370 0.412 0.07
C -2.567 3.816 0.469 -0.68
C -3.482 3.934 1.641 -0.57
C -2.942 3.386 2.983 -1.02
C 2.386 -0.536 -2.358 -1.22
H -3.521 1.349 3.422 0.35
H -1.575 0.116 2.958 0.80
H -0.139 0.930 1.150 -0.60
H 0.522 1.474 2.691 0.36
H -0.490 3.765 2.378 0.44
H 0.661 3.256 1.128 0.44
H -0.858 3.189 -0.577 0.42
H -3.025 4.156 -0.463 0.40
H -4.437 3.435 1.413 0.34
H -3.745 4.995 1.764 0.41
H -2.100 3.999 3.348 0.35
H -3.776 3.538 3.701 0.37
H 2.770 0.440 -2.032 0.42
H 2.180 -0.556 -3.438 0.44
H 3.079 -1.338 -2.072 0.30
O 3.103 -0.865 3.028 -0.54
C 4.104 -1.559 2.474 0.55
C 5.358 -1.553 3.124 -0.54
C 6.458 -2.134 2.500 -0.37
C 6.313 -2.759 1.256 -0.60
C 5.052 -2.817 0.642 -0.39
C 3.926 -2.240 1.231 0.18
C 2.578 -2.231 0.546 1.01
O 2.279 -3.013 -0.390 -0.65
O 1.782 -1.273 0.945 -0.81
H 2.364 -0.879 2.311 0.49
H 5.443 -1.041 4.080 0.48
H 7.443 -2.065 2.974 0.41
H 7.182 -3.196 0.752 0.43
H 4.923 -3.320 -0.317 0.50
```

Computed properties:
E_LUMO (alpha / beta) ... -6.916 / -9.019 eV
ΔE to the lowest compared entry with this formula, charge and spin ... 0.00 kJ/mol
Largest force on an atom ... 0.04707 hartree/bohr
HOMO-LUMO gap (alpha / beta) ... 6.44 / 3.87 eV
Net charge ... +2

***

[3]
ORCA calculation (ωB97M-V/def2-TZVPD) on a structure of composition C22H36O3P2W in a non-equilibrium geometry.

```
64
Properties=species:S:1:pos:R:3:lowdin_spin:R:1
P -0.170 -3.104 -3.476 0.13
P -0.192 0.440 -2.874 -0.02
C -0.780 -1.745 -4.614 0.04
C 0.102 -0.474 -4.428 0.02
H -1.833 -1.536 -4.342 0.00
H -0.801 -2.089 -5.644 0.00
H 1.161 -0.740 -4.370 0.00
H 0.046 0.223 -5.273 0.00
C -1.680 1.531 -3.456 0.00
H -1.937 2.342 -2.741 0.00
H -2.578 0.954 -3.722 0.00
H -1.369 2.063 -4.383 0.00
C 0.895 1.977 -3.175 -0.02
H 0.493 2.618 -3.977 0.00
H 1.885 1.707 -3.549 0.00
H 1.012 2.617 -2.293 0.00
C -1.283 -4.526 -3.326 0.02
H -0.900 -5.214 -2.563 0.00
H -1.516 -5.099 -4.234 0.00
H -2.207 -4.102 -2.924 0.00
C 1.656 -3.268 -3.611 0.04
H 2.181 -2.311 -3.398 0.01
H 1.947 -3.566 -4.632 0.01
H 2.065 -4.008 -2.916 0.01
W 0.233 -1.946 -1.625 0.98
C 1.102 1.921 0.570 0.11
C 0.011 1.140 0.845 0.07
C -1.367 1.252 0.210 0.01
C -2.179 0.084 -0.440 -0.03
C -1.611 -1.072 -1.192 -0.23
C 1.926 -1.027 -0.844 0.56
C 2.523 0.310 -1.070 0.09
C 2.434 1.391 0.103 0.05
C 0.336 -3.057 0.105 0.06
H 1.064 3.014 0.501 0.00
H 0.114 0.149 1.283 0.01
H -1.241 2.001 -0.592 0.00
H -2.100 1.718 0.921 0.00
H -2.927 -0.218 0.318 -0.01
H -2.820 0.550 -1.204 -0.01
H -2.440 -1.627 -1.702 -0.01
H 2.441 -1.591 -0.116 0.03
H 2.109 0.824 -1.957 0.00
H 3.572 0.221 -1.350 0.02
H 3.054 1.061 0.962 0.01
H 2.921 2.240 -0.378 0.00
H 1.250 -3.656 0.058 0.01
H -0.528 -3.700 0.298 0.01
H 0.462 -2.364 0.949 0.02
O 1.376 3.332 5.691 0.01
C 0.545 2.592 6.309 0.00
C 0.487 2.585 7.757 -0.02
C -0.474 1.844 8.439 0.00
C -1.412 1.076 7.749 -0.01
C -1.360 1.025 6.347 -0.01
C -0.400 1.703 5.621 0.02
C -0.343 1.570 4.125 0.00
O -0.990 0.719 3.536 0.02
O 0.537 2.374 3.528 0.00
H 1.022 2.900 4.286 0.00
H 1.187 3.211 8.285 0.00
H -0.479 1.865 9.531 0.00
H -2.172 0.499 8.288 0.00
H -2.061 0.399 5.777 0.00
```

Computed properties:
E_LUMO (alpha / beta) ... -10.015 / -9.816 eV
Spin multiplicity ... 3
ΔE to the lowest compared entry with this formula, charge and spin ... 639.33 kJ/mol
Largest force on an atom ... 0.17788 hartree/bohr
HOMO-LUMO gap (alpha / beta) ... 1.57 / 2.35 eV
Net charge ... +2

***

Please write out number 2 again, unchanged.
ORCA calculation (ωB97M-V/def2-TZVPD) on a structure of composition C22H36O3P2Sn in a non-equilibrium geometry.

```
64
Properties=species:S:1:pos:R:3:mulliken_charge:R:1
P -0.811 0.083 -3.219 0.74
P -1.624 -1.860 -0.696 0.74
C -2.157 -1.145 -3.477 -0.86
C -2.603 -1.989 -2.262 -0.99
H -1.790 -1.810 -4.279 0.38
H -3.016 -0.583 -3.879 0.45
H -3.645 -1.744 -1.992 0.43
H -2.588 -3.055 -2.548 0.43
C -1.355 -3.605 -0.268 -1.39
H -1.232 -3.718 0.817 0.40
H -0.437 -3.945 -0.765 0.42
H -2.214 -4.205 -0.609 0.49
C -2.705 -1.097 0.559 -1.10
H -3.731 -1.501 0.550 0.56
H -2.781 -0.014 0.423 0.25
H -2.293 -1.273 1.558 0.28
C -0.010 0.270 -4.842 -1.34
H 0.865 0.925 -4.742 0.40
H -0.713 0.719 -5.558 0.42
H 0.315 -0.704 -5.237 0.43
C -1.628 1.657 -2.828 -1.05
H -2.023 1.677 -1.806 0.09
H -2.446 1.843 -3.533 0.51
H -0.892 2.465 -2.924 0.40
Sn 0.513 -0.955 -1.345 0.88
C -2.666 1.905 3.010 -0.49
C -1.582 1.182 2.692 -0.86
C -0.332 1.615 1.999 0.86
C -0.353 3.085 1.525 -1.45
C -1.311 3.370 0.412 0.07
C -2.567 3.816 0.469 -0.68
C -3.482 3.934 1.641 -0.57
C -2.942 3.386 2.983 -1.02
C 2.386 -0.536 -2.358 -1.22
H -3.521 1.349 3.422 0.35
H -1.575 0.116 2.958 0.80
H -0.139 0.930 1.150 -0.60
H 0.522 1.474 2.691 0.36
H -0.490 3.765 2.378 0.44
H 0.661 3.256 1.128 0.44
H -0.858 3.189 -0.577 0.42
H -3.025 4.156 -0.463 0.40
H -4.437 3.435 1.413 0.34
H -3.745 4.995 1.764 0.41
H -2.100 3.999 3.348 0.35
H -3.776 3.538 3.701 0.37
H 2.770 0.440 -2.032 0.42
H 2.180 -0.556 -3.438 0.44
H 3.079 -1.338 -2.072 0.30
O 3.103 -0.865 3.028 -0.54
C 4.104 -1.559 2.474 0.55
C 5.358 -1.553 3.124 -0.54
C 6.458 -2.134 2.500 -0.37
C 6.313 -2.759 1.256 -0.60
C 5.052 -2.817 0.642 -0.39
C 3.926 -2.240 1.231 0.18
C 2.578 -2.231 0.546 1.01
O 2.279 -3.013 -0.390 -0.65
O 1.782 -1.273 0.945 -0.81
H 2.364 -0.879 2.311 0.49
H 5.443 -1.041 4.080 0.48
H 7.443 -2.065 2.974 0.41
H 7.182 -3.196 0.752 0.43
H 4.923 -3.320 -0.317 0.50
```

Computed properties:
E_LUMO (alpha / beta) ... -6.916 / -9.019 eV
ΔE to the lowest compared entry with this formula, charge and spin ... 0.00 kJ/mol
Largest force on an atom ... 0.04707 hartree/bohr
HOMO-LUMO gap (alpha / beta) ... 6.44 / 3.87 eV
Net charge ... +2

***

- Among the records above, which one has the highest ΔE to the lowest compared entry with this formula, charge and spin?
  C22H36O3P2W